No. 1
The following is a quantum chemistry calculation of C29H49BBrIN3O4P as an isolated structure in a non-equilibrium geometry, from the Open Molecules 2025 dataset.

```
89
Properties=species:S:1:pos:R:3:forces:R:3
C -0.059471 2.591003 4.086443 0.129 0.164 -0.635
C 0.434715 3.933453 3.291733 -1.014 -0.508 0.671
C -0.527853 4.252601 2.016457 1.382 -0.959 0.499
C -0.125024 3.213095 0.850352 -0.879 0.680 -0.127
C -0.416666 3.745780 -0.635295 0.989 -0.852 -0.146
C 0.793171 4.732938 -1.058857 -0.632 -0.480 -0.344
C 1.932994 4.003257 -1.970747 -0.503 0.718 0.355
C 3.154849 3.504616 -1.043114 0.125 1.096 -0.378
C 4.491183 3.162601 -1.868142 0.704 -1.304 0.043
C 4.639837 1.574347 -2.231192 1.423 2.229 2.735
C 5.283662 0.716769 -1.012583 1.020 -0.116 -1.102
C 4.788576 -0.836390 -1.030864 -0.317 1.596 0.036
C 3.270831 -0.816646 -0.445721 2.453 -0.104 -0.013
N 2.489135 -2.059536 -0.856806 -2.316 2.010 0.814
N 3.260738 -3.029549 -1.303655 -2.408 -3.626 -1.296
C 2.644758 -4.216451 -1.728583 -2.350 2.741 1.136
Br 3.802644 -5.711126 -2.349363 -1.309 1.904 0.811
C 1.100490 -4.328463 -1.702914 -0.040 1.361 -0.033
C 0.416958 -5.685031 -2.227619 0.903 0.116 0.669
B 0.261965 -6.663539 -0.915197 -0.477 -1.325 1.315
O 0.340490 -6.154108 0.441793 -0.466 -1.156 -2.005
O 0.050631 -8.098058 -1.050087 1.173 2.382 0.951
C 0.222587 -3.172391 -1.172900 4.134 -0.542 -0.437
C -1.358138 -3.257671 -1.153071 0.097 0.272 -0.883
C -1.969511 -3.744968 0.247231 0.562 -0.075 -0.101
C -3.451837 -3.218324 0.571684 -0.190 -1.177 0.218
N -4.106747 -2.456392 -0.518619 0.317 0.555 0.860
C -5.320400 -1.718375 -0.072058 -0.086 0.695 -0.255
C -5.017549 -0.301726 0.607960 0.585 3.547 1.304
C -4.393004 -0.111265 2.031878 -0.780 3.240 -1.432
C -4.143596 1.299427 2.675530 -1.498 -0.245 -3.277
C -4.523929 2.610444 1.919705 -0.570 -4.062 -1.696
C -5.146275 2.451768 0.511989 1.058 -2.470 2.166
C -5.379429 1.036295 -0.132843 0.964 0.944 2.600
O -5.957772 1.053858 -1.452613 0.147 -0.036 2.387
C 1.074513 -1.928512 -0.687262 -0.388 -5.034 -0.798
P 0.244501 -0.384226 0.048443 -0.406 1.693 -0.280
C 1.025380 0.023750 1.764043 0.884 0.026 -0.291
O -1.398823 -0.652163 0.447739 2.572 -1.436 0.946
H -0.916710 2.125545 3.461812 1.375 0.477 1.171
H -0.445998 2.827257 5.139442 0.543 -0.342 -1.581
H 0.825273 1.851724 4.175447 -1.594 1.063 -0.072
H 0.369351 4.779928 4.057222 0.384 -0.969 -1.229
H 1.515049 3.736060 2.976512 -1.477 0.697 0.280
H -1.608036 4.053028 2.340808 1.414 0.644 -0.556
H -0.337231 5.331125 1.695861 -0.519 -1.433 0.325
H 1.009322 3.048115 0.935614 -1.733 -0.086 -0.206
H -0.737224 2.257036 1.021727 1.130 1.136 -0.162
H -0.374160 2.826339 -1.338277 -0.130 1.426 1.061
H -1.459276 4.197463 -0.778840 1.494 -0.461 0.506
H 1.295985 5.082608 -0.094153 -0.704 -0.091 -1.341
H 0.314256 5.621397 -1.610846 1.034 -1.185 0.794
H 1.456975 3.169341 -2.592975 0.797 0.993 0.971
H 2.287423 4.800206 -2.728931 -0.179 -1.330 1.248
H 3.408805 4.401890 -0.353182 -0.436 -1.365 -1.022
H 2.821093 2.667197 -0.322762 0.558 0.937 -1.275
H 5.390959 3.415694 -1.209080 -1.076 0.117 -0.933
H 4.564394 3.735827 -2.870542 -0.306 -0.635 1.816
H 5.256842 1.430956 -3.184201 -0.830 0.179 1.444
H 3.533663 1.227713 -2.499672 4.606 2.913 3.832
H 6.423232 0.692341 -1.231761 -1.656 -0.073 0.648
H 5.173635 1.211213 0.013057 -0.139 -0.654 -1.290
H 5.478528 -1.458436 -0.370736 -1.037 0.613 -1.019
H 4.818598 -1.131937 -2.142869 -0.208 0.109 1.920
H 2.807547 0.141687 -0.854311 0.015 -1.508 0.598
H 3.380361 -0.856503 0.689477 -0.413 0.218 -1.513
H 1.095528 -6.272662 -2.954587 -0.919 1.225 1.104
H -0.567798 -5.521553 -2.779362 1.304 -0.040 0.919
H -0.018528 -6.817675 1.074133 0.486 0.683 -0.607
H 0.447205 -8.500118 -0.237020 -0.709 0.177 -1.030
H -1.725410 -4.002057 -1.957629 0.889 1.206 1.179
H -1.751075 -2.229566 -1.506866 0.518 -1.627 0.971
H -1.953339 -4.899134 0.253815 0.023 1.922 0.061
H -1.249379 -3.403743 1.071180 -1.021 -0.589 -1.033
H -4.098665 -4.157742 0.789554 0.982 1.332 0.042
H -3.389448 -2.624056 1.553897 -0.356 -0.633 -1.771
H -4.277195 -3.018985 -1.360425 -0.044 0.275 0.799
H -5.929845 -1.486425 -1.026200 0.746 -0.455 1.761
H -5.890620 -2.378159 0.670227 0.324 1.047 -0.954
H -4.111452 -1.001383 2.683312 -0.557 1.268 -1.119
H -3.699766 1.366741 3.724004 -0.694 -0.192 -1.690
H -4.336397 3.639926 2.389083 -0.384 -1.810 -0.873
H -5.442492 3.408338 -0.047643 0.474 -1.793 0.725
H -6.730135 1.667961 -1.415134 0.960 -0.629 -0.023
H 1.620555 0.992785 1.573219 -0.939 -1.516 0.283
H 1.772272 -0.765993 2.108675 -1.287 1.008 -0.115
H 0.213365 0.282436 2.519765 1.026 -0.628 -1.054
H -1.369977 -1.218405 1.265046 -0.621 0.695 -0.921
I 2.711357 0.393562 -3.607761 -6.105 -4.775 -6.058
```
Positions in Å, forces in eV/Å.

For the calculated total energy, the calculation gives -4837.09034 a.u. Its charge is 0. As for the spin multiplicity: 1. The value obtained for the HOMO energy is -4.6 eV. The orbital gap comes out at 3.3 eV.


No. 2
The following is a quantum chemistry calculation of C29H49BN12S3Ta as an isolated structure in a non-equilibrium geometry, from the Open Molecules 2025 dataset.

```
95
Properties=species:S:1:pos:R:3:forces:R:3
Ta 0.972916 -0.581126 -0.046722 1.002 0.011 1.050
C 4.207048 -1.993830 0.467239 -0.195 -0.252 0.009
C 3.187209 -3.105257 0.247673 0.287 0.101 -0.092
N 1.847705 -2.778906 0.787786 -0.665 0.998 -0.510
C 1.713910 -2.833186 2.256915 -0.002 0.009 0.323
C 2.362405 -1.652395 2.970538 -0.091 -0.352 -0.028
N 2.158338 -0.345311 2.288233 -0.940 0.024 -0.798
C 3.375712 0.496576 2.258740 0.299 0.106 -0.139
C 4.093305 0.450639 0.898777 0.106 0.124 0.169
N 3.640418 -0.686959 0.093381 -0.895 0.299 -0.092
H 5.083178 -2.225897 -0.140889 0.057 0.071 0.054
H 4.543540 -1.963957 1.498905 0.040 0.045 0.004
H 3.566489 -4.029944 0.689532 -0.078 -0.030 -0.019
H 3.065404 -3.269940 -0.823865 -0.033 -0.068 0.025
H 1.219359 -3.491524 0.421473 -0.076 0.033 -0.058
H 2.146780 -3.754365 2.656951 0.013 -0.024 -0.082
H 0.647972 -2.849164 2.476353 0.013 -0.053 -0.044
H 3.426337 -1.831129 3.084288 0.031 0.110 0.034
H 1.948776 -1.617321 3.979159 0.043 0.078 0.019
H 1.455892 0.159376 2.818998 0.042 0.059 0.067
H 4.053239 0.193852 3.057469 -0.088 -0.057 0.050
H 3.096970 1.527811 2.459717 -0.053 -0.060 0.052
H 5.175070 0.430877 1.052954 -0.005 -0.016 -0.035
H 3.863846 1.354785 0.334366 0.005 -0.029 -0.030
H 3.890970 -0.499563 -0.869070 -0.014 0.049 -0.006
C 0.334234 -0.040417 -5.425153 -0.146 -0.017 0.032
C -0.935961 -0.663057 -4.838034 0.167 -0.136 -0.372
C -2.077996 -0.586458 -5.854459 -0.081 0.027 0.073
C -0.700360 -2.125897 -4.488512 -0.075 0.134 0.184
N -1.330159 0.184507 -3.648004 0.015 0.031 0.357
C -1.707570 1.489713 -3.868481 0.022 0.146 0.009
C -2.067643 2.027424 -2.684958 0.010 0.073 -0.063
N -1.915735 1.065188 -1.719708 -0.137 -0.166 -0.198
B -2.508701 1.330437 -0.308614 0.247 -0.218 -0.029
N -2.980564 0.047934 0.417070 -0.074 0.023 0.404
C -4.268722 -0.400871 0.276261 -0.065 -0.088 -0.036
C -4.443612 -1.435945 1.126491 -0.127 0.056 -0.126
N -3.268009 -1.618255 1.818172 0.048 0.169 -0.097
C -2.382732 -0.715189 1.349900 -0.150 0.071 -0.310
S -0.711763 -0.526538 1.798779 0.377 -0.179 -0.211
C -3.117589 -2.725241 2.829622 0.143 -0.351 0.196
C -4.504407 -3.046356 3.399055 -0.010 0.015 -0.068
C -2.211236 -2.319643 3.991650 -0.083 0.183 -0.077
C -2.553824 -3.937422 2.086387 -0.044 0.062 0.017
N -1.564705 2.176369 0.619630 0.112 0.346 -0.121
C -2.148917 2.907427 1.623040 0.003 0.111 0.093
C -1.247246 3.812932 2.067938 -0.162 -0.090 0.137
N -0.090645 3.642922 1.347654 -0.105 -0.143 -0.239
C -0.304151 2.621247 0.481621 -0.149 -0.092 0.332
S 0.881515 1.892038 -0.574691 0.320 -1.357 0.263
C 1.048143 4.638518 1.354328 0.330 0.214 -0.082
C 1.135469 5.258828 -0.043069 -0.076 -0.083 0.050
C 0.741836 5.733374 2.371029 -0.066 -0.042 0.008
C 2.357689 3.959304 1.752334 -0.168 0.017 0.027
C -1.438410 -0.051216 -2.317090 -0.032 0.224 -0.072
S -1.081433 -1.483071 -1.386955 0.718 -0.033 0.660
H 0.709589 -0.668876 -6.232291 -0.009 0.018 0.015
H 1.108453 0.054794 -4.663171 -0.022 0.045 -0.032
H 0.142604 0.949876 -5.837107 0.036 0.003 -0.004
H -1.836378 -1.222451 -6.704563 0.027 0.007 0.008
H -2.225825 0.421744 -6.237840 -0.028 -0.025 -0.014
H -3.014781 -0.940443 -5.422299 0.005 -0.010 -0.005
H -0.554945 -2.676430 -5.416854 0.034 0.074 -0.019
H -1.561348 -2.560979 -3.983391 0.009 -0.058 0.026
H 0.185965 -2.264545 -3.873387 0.007 -0.065 0.089
H -1.711682 1.939855 -4.844251 0.003 -0.071 0.000
H -2.455874 3.007440 -2.465351 -0.016 -0.033 0.015
H -3.476368 2.003025 -0.484017 -0.066 0.023 0.022
H -4.966812 0.054834 -0.404631 0.036 0.037 0.017
H -5.318298 -2.036877 1.291402 0.042 0.014 0.054
H -5.047296 -2.140482 3.670482 0.015 -0.014 0.048
H -4.382645 -3.637940 4.303482 0.018 -0.047 -0.031
H -5.107815 -3.637329 2.710689 -0.025 0.045 -0.012
H -2.518134 -1.362423 4.417168 0.025 -0.011 0.017
H -1.163756 -2.265018 3.710901 0.049 0.021 -0.013
H -2.298718 -3.073557 4.771361 -0.020 -0.014 -0.015
H -3.228499 -4.252228 1.289694 0.022 -0.002 -0.010
H -2.438034 -4.770085 2.779676 0.017 0.006 0.001
H -1.579403 -3.709171 1.645111 0.017 0.006 0.025
H -3.172155 2.756518 1.922887 0.003 0.011 -0.059
H -1.361291 4.558056 2.832400 0.041 0.029 -0.050
H 0.189472 5.729854 -0.314067 0.004 -0.015 0.004
H 1.394756 4.521123 -0.801960 0.027 0.038 -0.027
H 1.904327 6.030056 -0.049136 0.017 -0.018 0.024
H -0.152908 6.296914 2.106842 0.002 0.007 0.022
H 1.574792 6.433875 2.374877 0.017 -0.016 -0.018
H 0.644162 5.335947 3.382353 0.002 0.037 0.006
H 2.627602 3.164479 1.061572 0.018 -0.030 -0.039
H 2.288322 3.570182 2.770273 0.006 -0.017 -0.006
H 3.155533 4.700481 1.733804 -0.011 0.012 0.006
N 1.749558 -0.840873 -1.799586 0.175 -0.008 -0.577
C 2.360335 -1.117825 -2.811356 -0.136 -0.086 -0.418
N 3.058036 -1.424513 -3.732706 0.157 0.120 0.484
C 3.284512 -1.525218 -5.022277 -0.008 -0.109 -0.348
N 3.515366 -1.618519 -6.146872 -0.053 0.012 0.153
```
Positions in Å, forces in eV/Å.

For the calculated total energy, the calculation gives -3067.27175 a.u. Its charge is +3. As for the spin multiplicity: 1. The value obtained for the energy relative to the best compared isomer or geometry (same formula, charge and spin) is 45.0 kcal/mol. The value obtained for the HOMO energy is -16.4 eV. The orbital gap comes out at 6.5 eV.